# 1
Molecular formula: C25H36KN8O2
Method: DFT, ωB97M-V/def2-TZVPD

## Properties
charge: -1
frontier orbital gap: 6.084 eV

```
72
Properties=species:S:1:pos:R:3:forces:R:3:mulliken_charge:R:1
K -0.702 -0.410 -0.855 0.2 -0.5 0.1 0.96
C 1.668 3.625 -2.133 0.0 0.1 -0.1 -1.34
N 1.627 2.729 -1.003 0.0 -0.1 0.1 1.18
C 1.129 3.363 0.204 0.1 0.1 0.1 -0.97
C -0.303 3.871 0.090 -0.1 0.2 0.0 -0.93
C -1.290 2.822 -0.404 0.0 -0.1 0.1 -0.36
N -1.426 1.719 0.545 0.0 0.1 -0.1 0.02
C -2.364 1.799 1.393 -0.1 -0.1 0.0 -0.66
C -2.767 0.773 2.360 0.0 0.0 -0.1 0.48
C -3.411 1.234 3.505 -0.1 0.0 0.2 -0.56
C -3.910 0.388 4.483 0.0 0.2 0.0 -0.75
C -3.813 -0.984 4.254 0.0 -0.2 0.1 -0.41
C -3.221 -1.483 3.120 0.0 -0.1 -0.1 -0.67
C -2.632 -0.653 2.113 0.1 0.5 0.0 0.27
O -2.070 -1.130 1.092 -0.3 -0.3 0.2 -0.67
C 2.921 2.098 -0.765 0.0 0.1 0.0 -1.54
C 2.802 0.728 -0.108 0.1 0.1 0.3 0.66
C 2.744 -0.422 -1.104 0.1 -0.3 0.0 -1.24
N 1.672 -0.229 -2.045 0.0 0.0 -0.1 0.69
C 1.974 -0.052 -3.263 0.0 0.1 -0.1 -0.58
C 1.084 0.219 -4.387 0.1 0.0 0.0 0.78
C 1.719 0.372 -5.622 0.0 0.0 -0.2 -0.54
C 1.036 0.634 -6.793 0.2 0.0 0.0 -0.70
C -0.355 0.742 -6.723 -0.2 0.0 -0.1 -0.27
C -1.025 0.598 -5.535 0.0 0.0 0.1 -0.67
C -0.356 0.338 -4.294 0.2 -0.1 0.1 -0.11
O -0.994 0.219 -3.212 -0.2 0.1 -0.2 -0.58
H 2.344 4.490 -1.973 0.0 0.0 0.0 0.32
H 0.676 4.018 -2.356 0.0 0.0 0.0 0.31
H 2.001 3.080 -3.016 0.0 0.0 0.0 0.35
H 1.785 4.212 0.496 0.0 0.0 0.0 0.34
H 1.194 2.636 1.016 -0.1 0.0 0.0 0.35
H -0.338 4.734 -0.581 0.0 0.0 0.0 0.44
H -0.620 4.245 1.070 0.0 -0.1 0.0 0.37
H -0.911 2.416 -1.349 -0.1 0.0 0.0 -0.10
H -2.270 3.277 -0.612 0.1 0.1 0.1 0.42
H -2.994 2.710 1.423 0.1 0.0 0.0 0.32
H -3.522 2.308 3.630 0.0 0.0 0.0 0.34
H -4.390 0.780 5.370 0.0 0.0 0.0 0.38
H -4.229 -1.680 4.978 0.0 0.0 0.0 0.38
H -3.195 -2.548 2.923 0.0 -0.1 0.1 0.54
H 3.564 2.773 -0.166 0.0 -0.1 0.0 0.37
H 3.422 1.989 -1.731 0.0 0.0 0.0 0.54
H 1.915 0.701 0.525 -0.1 0.0 -0.1 -0.56
H 3.643 0.548 0.571 0.0 0.0 -0.1 0.41
H 2.553 -1.346 -0.551 -0.1 0.0 0.0 0.16
H 3.717 -0.543 -1.618 0.0 0.2 0.0 0.40
H 3.042 -0.086 -3.559 0.0 0.0 0.0 0.02
H 2.802 0.279 -5.648 0.0 0.0 0.0 0.26
H 1.563 0.748 -7.732 0.0 0.0 0.0 0.37
H -0.926 0.945 -7.625 0.0 0.0 0.0 0.34
H -2.105 0.684 -5.481 0.0 0.0 0.0 0.40
C 0.371 -1.528 4.440 0.0 0.0 0.1 -1.23
N 0.288 -2.724 3.625 -0.1 0.3 0.0 0.08
C -0.667 -3.697 4.134 0.1 -0.1 -0.1 -1.19
C 0.554 -2.567 2.266 0.2 0.0 -0.2 0.43
N 0.855 -1.486 1.667 -0.2 -0.1 0.2 -0.24
N 0.572 -3.802 1.613 0.0 -0.1 0.2 -0.15
C 0.370 -4.085 0.274 0.1 -0.2 0.0 0.24
N -0.178 -5.389 0.151 -0.1 0.2 0.1 -0.62
N 0.709 -3.320 -0.674 0.0 0.0 -0.2 -0.39
H 0.411 -1.827 5.489 0.0 0.0 0.0 0.36
H -0.496 -0.868 4.307 0.0 0.0 0.0 0.34
H 1.287 -0.983 4.211 0.0 0.0 0.0 0.45
H -0.192 -4.333 4.889 -0.1 0.0 0.0 0.25
H -1.042 -4.326 3.329 -0.1 0.0 0.1 0.35
H -1.522 -3.188 4.578 -0.1 0.0 0.0 0.40
H 0.597 -0.699 2.260 0.1 0.0 -0.2 0.01
H 0.613 -4.613 2.207 0.0 0.1 -0.1 0.42
H -1.041 -5.462 0.679 0.1 -0.1 0.0 0.20
H -0.345 -5.645 -0.812 0.0 0.1 0.0 0.27
H 0.402 -3.735 -1.552 0.0 0.2 -0.1 0.10
```
Forces are in eV/Å.

=====

# 2
Molecular formula: C25H36N3Os
Method: DFT, ωB97M-V/def2-TZVPD

## Properties
charge: +3
2S+1: 5
frontier orbital gap (alpha / beta): 8.345 / 5.673 eV
⟨S²⟩: 6.048

```
65
Properties=species:S:1:pos:R:3:forces:R:3:lowdin_spin:R:1
Os -0.579 0.670 -0.253 0.3 0.0 -0.1 2.52
C -1.861 1.325 2.636 0.0 -0.1 0.2 0.01
N -1.549 1.983 1.352 0.3 -0.2 -0.6 0.08
C -0.600 3.095 1.591 0.1 0.3 0.1 0.02
C -2.816 2.473 0.744 -0.2 0.2 -0.1 0.01
C -2.634 2.899 -0.698 -0.1 0.1 0.2 0.01
N -2.145 1.785 -1.545 0.4 -0.7 0.6 0.09
C -3.214 0.802 -1.829 -0.3 -0.1 -0.2 0.01
C -1.601 2.317 -2.808 0.1 0.1 -0.3 0.01
H -2.345 2.027 3.319 0.0 0.0 -0.1 0.00
H -0.945 0.974 3.110 0.0 0.0 -0.1 0.00
H -2.539 0.485 2.482 0.0 0.0 -0.1 0.00
H -1.045 3.847 2.250 -0.1 -0.1 0.0 0.01
H -0.314 3.584 0.661 0.0 -0.1 0.0 0.00
H 0.301 2.713 2.069 0.0 0.0 0.0 0.00
H -3.207 3.317 1.322 0.0 0.0 0.0 0.00
H -3.554 1.673 0.815 0.0 0.0 0.0 0.00
H -1.918 3.718 -0.764 0.0 0.0 -0.1 0.00
H -3.587 3.280 -1.079 0.0 0.0 -0.1 0.00
H -4.064 1.279 -2.326 0.1 0.1 0.0 0.00
H -3.577 0.339 -0.911 0.0 0.0 0.0 0.00
H -2.829 0.024 -2.486 0.1 0.0 0.0 0.00
H -2.376 2.838 -3.378 -0.1 0.0 0.1 0.00
H -1.225 1.504 -3.429 0.0 0.0 0.1 0.00
H -0.803 3.030 -2.607 0.0 0.0 0.1 0.00
C 2.529 -2.331 0.870 -0.1 -0.2 -0.3 0.00
N 2.966 -1.472 2.001 0.0 0.0 0.1 0.00
C 4.449 -1.302 1.988 0.4 0.1 0.0 0.00
C 2.180 -0.176 2.076 -0.1 0.4 -0.2 0.01
C 2.388 0.757 0.904 0.2 -0.1 0.1 0.04
C 3.547 1.533 0.862 -0.1 -0.1 0.0 0.01
C 3.822 2.380 -0.203 0.0 0.1 -0.1 0.04
C 2.943 2.456 -1.269 0.1 0.0 0.1 0.00
C 1.763 1.723 -1.221 -0.2 -0.1 -0.1 0.07
C 1.446 0.909 -0.127 -0.4 0.0 0.2 0.06
H 3.079 -3.269 0.891 0.1 0.0 0.1 0.00
H 2.733 -1.816 -0.067 0.0 0.1 0.1 0.00
H 1.464 -2.539 0.951 0.0 0.1 0.1 0.00
H 2.751 -1.972 2.866 0.0 0.0 0.0 0.00
H 4.755 -0.822 1.064 -0.1 0.0 0.0 0.00
H 4.917 -2.282 2.050 -0.1 0.0 0.0 0.00
H 4.768 -0.708 2.842 -0.1 0.0 0.0 0.00
H 2.478 0.315 3.002 0.0 -0.1 0.1 0.00
H 1.129 -0.460 2.145 0.0 -0.1 0.1 0.01
H 4.246 1.494 1.689 0.0 0.0 0.0 0.00
H 4.729 2.971 -0.203 0.0 0.0 0.0 0.00
H 3.161 3.081 -2.125 0.0 0.0 0.0 0.00
H 1.089 1.794 -2.074 0.0 0.0 0.0 0.01
C -2.317 -4.590 0.420 -0.1 0.1 0.1 0.04
C -2.305 -3.404 1.154 -0.1 -0.1 0.0 0.05
C -1.685 -2.279 0.638 0.2 0.2 -0.3 0.10
C -1.046 -2.300 -0.615 -0.2 -0.1 0.2 0.03
C -0.403 -1.138 -1.152 -0.3 0.8 0.0 0.20
C 0.250 -1.249 -2.397 0.2 -0.4 -0.4 0.13
C 0.244 -2.436 -3.112 0.1 0.4 0.0 0.06
C -0.394 -3.563 -2.603 -0.1 -0.2 0.1 0.22
C -1.049 -3.518 -1.352 0.0 0.1 0.1 0.00
C -1.701 -4.646 -0.818 0.1 0.0 -0.1 0.10
H -2.816 -5.462 0.820 0.0 0.0 0.0 0.00
H -2.785 -3.370 2.123 0.0 0.0 0.0 0.00
H -1.687 -1.352 1.211 0.0 -0.1 0.1 0.02
H 0.763 -0.401 -2.834 0.0 0.0 0.1 0.01
H 0.736 -2.478 -4.075 0.0 -0.1 0.0 0.00
H -0.384 -4.489 -3.166 0.0 0.0 0.0 0.01
H -1.725 -5.566 -1.390 0.0 0.0 0.0 0.00
```
Forces are in eV/Å.

=====

# 3
Molecular formula: C25H37BrCl28N3
Method: DFT, ωB97M-V/def2-TZVPD

## Properties
charge: +1
frontier orbital gap: 8.344 eV

```
94
Properties=species:S:1:pos:R:3:forces:R:3:mulliken_charge:R:1
C 5.401 -1.571 1.524 -0.1 0.5 -0.1 -1.15
C 6.013 -0.524 0.578 -0.8 -1.1 -0.3 -0.57
C 4.901 0.001 -0.368 1.0 -0.1 0.8 -0.39
C 4.204 1.177 0.309 -0.2 -0.3 -0.5 -1.09
C 2.907 1.668 -0.355 0.4 0.1 0.1 -0.25
C 2.110 0.582 -1.066 -0.1 0.1 0.5 -0.98
C 0.678 1.038 -1.391 -0.2 -0.5 -1.3 -1.43
C -0.405 0.013 -0.957 1.5 0.1 0.8 0.34
C -0.443 0.036 0.565 -1.1 0.6 0.3 -1.15
C -0.918 1.363 1.158 -0.2 0.0 0.6 -0.25
N -1.307 1.504 2.359 0.2 -0.1 -0.6 -0.74
C -0.096 -1.338 -1.628 0.6 0.3 -1.1 -0.87
Br -0.800 -2.847 -0.635 -0.1 0.1 -0.2 -0.01
C -0.650 -1.083 -3.099 -1.6 -1.6 1.9 0.45
Cl -1.361 -2.613 -3.711 0.3 0.5 -0.7 -0.14
C -1.833 -0.219 -2.772 1.1 0.0 -0.5 -0.44
N -1.705 0.314 -1.621 -1.4 -0.2 1.2 1.40
N -2.725 1.143 -1.117 0.0 0.4 -1.5 -1.18
C -3.864 0.574 -0.897 0.3 -0.2 0.3 0.74
C -4.042 -0.838 -0.426 0.1 -0.3 -1.0 -1.03
C -5.116 1.340 -1.139 0.4 0.1 0.6 -1.13
H 6.145 -2.054 2.153 0.0 0.1 0.2 0.40
H 4.903 -2.352 0.950 0.1 -0.1 -0.1 0.25
H 4.624 -1.093 2.121 0.1 -0.2 0.4 0.28
H 6.466 0.289 1.140 0.2 0.0 -0.1 0.35
H 6.753 -1.070 -0.006 0.3 0.4 -0.1 0.31
H 4.250 -0.855 -0.533 -0.2 0.1 -0.3 0.15
H 5.375 0.265 -1.313 -0.3 0.2 -0.2 0.33
H 3.988 0.909 1.344 0.0 -0.1 0.1 0.44
H 4.920 1.995 0.339 0.0 0.1 0.1 0.49
H 2.281 2.113 0.419 -0.1 0.1 0.0 -0.05
H 3.148 2.473 -1.051 -0.1 0.0 -0.1 0.33
H 2.088 -0.298 -0.421 0.0 -0.1 0.1 0.52
H 2.613 0.261 -1.977 0.0 0.0 -0.1 0.55
H 0.456 2.033 -1.019 0.0 0.0 0.2 0.54
H 0.601 1.104 -2.481 0.0 0.3 0.0 0.66
H 0.552 -0.138 0.967 0.2 -0.2 -0.2 0.42
H -1.094 -0.728 0.984 0.1 -0.2 -0.1 0.86
H -0.929 2.255 0.534 0.1 0.0 0.0 0.49
H -1.262 0.615 2.864 0.0 0.0 0.0 0.25
H 0.948 -1.592 -1.759 0.2 0.3 0.5 0.53
H 0.076 -0.670 -3.790 0.1 0.0 -0.1 0.28
H -2.669 -0.068 -3.437 -0.2 0.2 0.2 0.58
H -3.235 -1.170 0.217 0.0 0.0 0.2 0.15
H -4.040 -1.492 -1.305 0.0 -0.2 0.1 0.33
H -5.018 -0.969 0.029 0.0 0.1 0.2 0.45
H -5.730 0.688 -1.763 -0.1 0.0 0.0 0.33
H -5.642 1.476 -0.196 -0.2 0.2 -0.1 0.25
H -4.937 2.268 -1.669 0.0 0.2 0.2 0.36
C -9.204 1.754 0.392 -0.1 0.1 -0.2 0.09
Cl -8.071 3.077 0.704 0.0 0.0 0.1 -0.13
Cl -10.463 2.259 -0.724 0.0 0.0 0.0 -0.12
Cl -8.340 0.347 -0.233 -0.1 -0.1 0.0 -0.12
H -9.668 1.478 1.330 0.0 0.0 0.0 0.22
C -10.041 -2.999 2.002 0.1 0.0 -0.2 -0.01
Cl -8.449 -3.735 2.193 0.0 0.0 0.0 -0.12
Cl -9.999 -1.297 2.471 -0.1 0.0 0.2 -0.09
Cl -10.617 -3.174 0.346 0.0 0.0 0.0 -0.11
H -10.732 -3.511 2.659 0.0 0.0 0.0 0.34
C 5.855 -4.178 -3.014 0.1 0.0 0.1 -0.05
Cl 6.048 -2.431 -3.201 0.0 0.0 0.0 -0.12
Cl 7.409 -4.950 -2.720 0.0 0.0 0.0 -0.12
Cl 4.719 -4.534 -1.711 0.0 0.0 -0.1 -0.02
H 5.447 -4.574 -3.934 0.0 0.0 0.0 0.30
C 2.678 4.895 2.545 0.2 0.1 0.1 -0.04
Cl 3.277 6.540 2.689 0.4 -0.1 -0.1 -0.08
Cl 1.547 4.769 1.189 0.0 0.0 0.0 -0.10
Cl 4.017 3.751 2.374 -0.2 0.1 0.0 -0.11
H 2.141 4.650 3.453 0.0 0.0 0.0 0.34
C 0.080 9.038 4.052 0.1 0.0 0.1 0.01
Cl -0.374 9.005 5.755 0.0 0.0 0.0 -0.12
Cl 1.523 10.024 3.807 0.0 0.0 0.0 -0.12
Cl 0.337 7.402 3.439 -0.5 0.1 0.0 -0.06
H -0.732 9.483 3.494 0.0 0.0 0.0 0.30
C -6.777 6.551 -0.327 0.0 0.1 0.0 0.66
Cl -5.084 6.608 -0.832 0.0 0.0 0.0 -0.13
Cl -7.037 7.531 1.113 0.0 0.0 0.0 -0.11
Cl -7.840 7.059 -1.638 0.0 0.0 0.0 -0.11
H -7.015 5.526 -0.083 0.0 0.0 0.0 -0.27
C 2.507 -0.872 -6.430 0.1 -0.1 0.1 -0.04
Cl 3.985 -1.792 -6.196 0.0 0.1 0.0 -0.08
Cl 1.105 -1.817 -5.911 0.0 0.0 -0.1 -0.09
Cl 2.567 0.662 -5.554 0.0 0.0 0.0 -0.12
H 2.403 -0.657 -7.485 -0.1 0.0 0.0 0.39
C 3.384 -7.747 0.445 0.1 0.0 -0.1 -0.03
Cl 4.982 -8.264 0.969 0.0 -0.1 -0.1 -0.10
Cl 3.153 -6.024 0.770 -0.1 0.0 0.1 -0.09
Cl 3.138 -8.097 -1.266 0.0 0.0 0.0 -0.12
H 2.645 -8.297 1.013 0.0 0.0 0.0 0.34
C 5.646 -7.633 4.835 -0.1 0.1 0.0 0.04
Cl 5.522 -6.273 3.719 0.0 0.1 0.1 -0.08
Cl 6.158 -7.092 6.432 0.0 0.0 0.0 -0.12
Cl 4.111 -8.500 4.931 0.0 0.0 0.0 -0.12
H 6.394 -8.315 4.454 0.0 0.0 0.0 0.28
```
Forces are in eV/Å.

=====

# 4
Molecular formula: C25H37BrIrN8O3
Method: DFT, ωB97M-V/def2-TZVPD

## Properties
charge: +1
frontier orbital gap (alpha / beta): 7.416 / 7.416 eV

```
75
Properties=species:S:1:pos:R:3:forces:R:3:mulliken_charge:R:1
Ir -0.320 -0.315 -0.766 -1.5 0.7 -0.1 1.57
C -3.299 -1.757 2.482 0.0 0.0 0.0 -1.27
N -2.364 -0.695 2.136 0.0 -0.1 -0.1 0.19
C -2.941 0.406 1.388 0.0 0.0 0.1 -1.13
C -1.028 -0.854 2.238 0.0 -0.4 -0.1 0.21
N -0.187 -0.342 1.350 -0.5 0.3 -1.0 0.00
C 1.077 0.142 1.757 -0.3 0.1 0.7 0.07
C 1.302 0.747 2.989 -0.1 0.1 0.0 -0.28
C 2.549 1.253 3.317 0.0 0.0 0.0 -0.85
C 3.584 1.172 2.395 0.0 0.0 0.0 -0.90
C 3.349 0.607 1.152 0.1 0.0 -0.1 -0.21
C 2.096 0.092 0.830 0.6 -0.1 -0.3 0.19
N 1.748 -0.367 -0.447 -0.8 -0.4 -0.3 0.27
C 2.645 -0.734 -1.366 0.2 -0.3 0.0 -0.04
N 3.593 -1.645 -1.081 0.2 0.2 0.1 0.21
C 3.501 -2.468 0.114 0.0 -0.1 0.0 -0.95
C 4.892 -1.656 -1.743 0.1 0.0 0.0 -1.27
N 2.607 -0.220 -2.607 -0.5 -0.1 -0.1 0.33
C 2.765 -1.066 -3.790 0.1 0.1 0.0 -1.24
C 1.971 1.082 -2.836 0.1 0.1 0.1 -1.15
N -0.593 -1.620 3.273 0.2 0.2 0.1 0.20
C -1.190 -1.519 4.598 0.1 0.0 0.0 -1.27
C 0.693 -2.294 3.238 -0.1 -0.1 0.0 -1.01
H -3.887 -2.013 1.597 0.0 0.0 0.0 0.44
H -3.990 -1.435 3.263 0.0 0.0 0.0 0.35
H -2.765 -2.641 2.815 0.0 0.0 0.0 0.40
H -3.884 0.687 1.858 0.0 0.0 0.0 0.48
H -3.128 0.138 0.350 -0.1 0.0 0.0 0.11
H -2.263 1.255 1.416 0.0 0.0 0.0 0.30
H 0.472 0.862 3.678 0.0 0.0 0.0 0.51
H 2.705 1.736 4.272 0.0 0.0 0.0 0.46
H 4.557 1.584 2.626 0.0 0.0 0.0 0.44
H 4.129 0.605 0.397 0.0 0.0 0.1 0.48
H 2.457 -2.632 0.368 0.0 0.0 0.0 0.21
H 4.003 -2.001 0.965 0.0 0.0 0.0 0.32
H 3.972 -3.429 -0.089 0.0 0.0 0.0 0.46
H 4.973 -0.819 -2.430 0.0 0.0 0.0 0.40
H 5.054 -2.586 -2.289 0.0 0.0 0.0 0.39
H 5.676 -1.559 -0.990 0.0 0.0 0.0 0.40
H 2.999 -2.086 -3.500 0.0 0.0 0.0 0.41
H 3.554 -0.687 -4.441 0.0 0.0 0.0 0.35
H 1.823 -1.072 -4.339 0.0 0.0 0.0 0.34
H 2.482 1.857 -2.267 0.0 0.0 0.0 0.26
H 0.920 1.095 -2.561 0.1 0.0 -0.1 0.44
H 2.048 1.309 -3.896 0.1 0.0 0.0 0.39
H -2.031 -0.832 4.589 0.0 0.0 0.0 0.39
H -0.444 -1.140 5.302 0.0 0.0 0.0 0.41
H -1.527 -2.494 4.952 0.0 0.0 0.0 0.38
H 0.993 -2.466 2.208 0.0 0.0 0.0 0.27
H 0.586 -3.257 3.740 0.0 0.0 0.0 0.40
H 1.472 -1.720 3.745 0.0 0.0 0.0 0.31
N -2.194 -0.632 -4.379 0.2 0.0 -0.1 -0.39
C -1.598 -0.960 -3.238 -0.3 -0.1 -0.2 0.52
O -0.416 -0.641 -3.009 0.4 0.5 0.6 -0.59
C -2.370 -1.735 -2.223 -0.3 0.0 0.2 -0.71
C -1.465 -2.056 -1.045 1.4 0.3 0.1 -1.21
H -1.709 -0.046 -5.039 0.0 0.0 0.0 0.25
H -3.171 -0.817 -4.526 0.0 -0.1 0.0 0.21
H -2.795 -2.633 -2.681 0.0 0.0 -0.1 0.58
H -3.202 -1.095 -1.916 0.0 -0.1 0.0 0.27
H -0.747 -2.834 -1.301 -0.3 -0.3 -0.1 0.67
H -2.049 -2.378 -0.183 0.1 0.1 0.1 0.27
Br -3.461 6.357 1.593 0.0 0.0 0.0 -0.16
C -3.238 5.254 0.078 0.0 0.0 0.1 -0.09
C -3.875 5.568 -1.114 0.0 -0.1 -0.1 -0.19
N -3.770 4.801 -2.195 0.0 0.1 -0.1 -0.61
C -3.036 3.696 -2.120 -0.1 0.1 0.1 -0.15
C -2.356 3.317 -0.970 -0.1 -0.1 -0.1 0.30
C -2.454 4.121 0.155 0.1 0.0 0.0 -0.48
C -1.561 2.057 -0.918 0.0 0.1 0.0 0.46
O -2.066 0.999 -1.437 0.5 -0.8 0.5 -0.84
O -0.462 2.045 -0.346 0.6 0.3 0.0 -0.63
H -4.491 6.455 -1.200 0.0 0.0 0.0 0.40
H -2.983 3.088 -3.016 0.0 0.0 0.0 0.43
H -1.935 3.858 1.068 0.0 0.0 0.0 0.54
```
Forces are in eV/Å.

=====

charge of number 4 (C25H37BrIrN8O3)?
+1

=====

Which of these has the lowest charge?
C25H36KN8O2

=====

Which value of charge does entry 1 give?
-1